This record from the OMol25 dataset describes 9 unconnected molecules or ions with the total composition C50H121N7O14 at a distorted geometry. The level of theory is the ωB97M-V functional and the def2-TZVPD basis.

Geometry as ORCA input:
```
! wB97M-V def2-TZVPD RIJCOSX def2/J DEFGRID3
* xyz 0 1
C -3.889 -0.471 -4.630
O -3.936 -1.277 -3.437
C -2.889 -2.288 -3.379
C -3.093 -3.155 -2.089
N -4.475 -3.538 -1.804
C -4.903 -4.694 -2.565
C -6.347 -5.164 -2.141
O -7.310 -4.100 -2.304
C -8.595 -4.274 -1.710
H -4.668 0.286 -4.541
H -4.054 -1.055 -5.535
H -2.906 -0.008 -4.719
H -1.908 -1.832 -3.512
H -2.857 -2.948 -4.246
H -2.722 -2.629 -1.209
H -2.472 -4.051 -2.104
H -5.111 -2.811 -2.100
H -4.296 -5.579 -2.375
H -4.776 -4.501 -3.630
H -6.390 -5.558 -1.125
H -6.598 -5.909 -2.895
H -8.621 -4.491 -0.643
H -9.193 -5.003 -2.257
H -9.077 -3.315 -1.901
C -3.781 3.338 -4.159
O -2.456 3.756 -4.129
C -2.054 4.155 -2.762
C -0.575 4.424 -2.834
N -0.284 5.749 -3.275
C 1.175 5.944 -2.979
C 1.683 7.350 -3.215
O 1.784 7.529 -4.622
C 2.148 8.861 -4.967
H -3.974 3.126 -5.211
H -4.395 4.156 -3.782
H -4.119 2.480 -3.579
H -2.359 3.430 -2.007
H -2.544 5.098 -2.521
H -0.131 3.722 -3.540
H -0.275 4.213 -1.807
H -0.391 5.786 -4.278
H 1.791 5.246 -3.546
H 1.433 5.665 -1.958
H 2.576 7.551 -2.622
H 0.899 8.067 -2.971
H 1.389 9.624 -4.798
H 2.198 8.857 -6.056
H 3.130 9.121 -4.570
C -1.139 -2.332 1.786
O -1.210 -2.840 3.157
C -0.123 -3.683 3.638
C -0.410 -4.007 5.065
N -1.247 -5.205 5.196
C -1.610 -5.483 6.597
C -2.353 -6.869 6.661
O -2.435 -7.263 8.023
C -2.820 -8.655 8.043
H -2.082 -1.831 1.565
H -0.978 -3.076 1.006
H -0.279 -1.668 1.696
H 0.725 -3.002 3.568
H 0.096 -4.528 2.986
H -0.791 -3.094 5.520
H 0.533 -4.253 5.553
H -2.069 -4.977 4.655
H -2.280 -4.695 6.942
H -0.656 -5.537 7.122
H -1.723 -7.605 6.160
H -3.323 -6.811 6.167
H -2.138 -9.311 7.502
H -3.850 -8.873 7.760
H -2.786 -8.989 9.080
C 0.203 5.627 2.828
O 1.324 4.833 2.783
C 1.343 3.874 1.690
C 2.593 3.003 1.686
N 2.962 2.431 3.033
C 2.010 1.362 3.432
C 2.512 0.567 4.587
O 2.452 1.321 5.818
C 2.695 0.490 6.953
H -0.732 5.066 2.847
H 0.247 6.201 1.902
H 0.276 6.312 3.673
H 1.278 4.467 0.777
H 0.412 3.307 1.682
H 3.350 3.608 1.187
H 2.539 2.233 0.916
H 2.877 3.200 3.682
H 1.886 0.719 2.560
H 1.076 1.860 3.692
H 3.504 0.136 4.448
H 1.846 -0.296 4.608
H 2.177 -0.465 6.861
H 2.390 0.938 7.898
H 3.765 0.286 6.975
C 3.891 2.075 -2.120
O 4.967 2.686 -1.447
C 5.659 1.722 -0.668
C 6.699 2.531 0.054
N 7.650 3.005 -0.918
C 8.668 3.956 -0.358
C 9.470 4.715 -1.382
O 8.629 5.662 -2.067
C 9.271 6.329 -3.161
H 4.154 1.855 -3.155
H 3.152 2.868 -2.231
H 3.406 1.277 -1.558
H 6.042 0.930 -1.312
H 4.984 1.284 0.068
H 7.158 1.970 0.868
H 6.172 3.299 0.620
H 7.036 3.373 -1.630
H 9.407 3.464 0.275
H 8.219 4.728 0.267
H 10.028 4.028 -2.019
H 10.265 5.264 -0.876
H 9.302 5.655 -4.016
H 10.327 6.567 -3.029
H 8.792 7.296 -3.317
C 3.620 -1.742 -0.971
C 3.923 -2.670 0.257
C 2.714 -3.647 0.493
C 2.713 -4.869 -0.444
C 4.121 -5.530 -0.397
C 5.348 -4.630 -0.682
N 5.233 -3.417 0.206
O 6.321 -2.565 0.018
C 6.580 -5.551 -0.264
C 5.385 -4.202 -2.189
C 3.993 -1.724 1.493
H 3.219 -2.317 -1.806
H 4.559 -1.385 -1.394
H 3.052 -0.829 -0.794
H 2.727 -4.092 1.488
H 1.766 -3.207 0.180
H 2.411 -4.688 -1.475
H 1.937 -5.527 -0.051
H 4.191 -6.407 -1.042
H 4.163 -5.903 0.626
H 7.479 -5.094 -0.677
H 6.717 -5.589 0.817
H 6.504 -6.565 -0.657
H 4.473 -4.506 -2.703
H 5.526 -3.144 -2.409
H 6.260 -4.639 -2.670
H 2.984 -1.428 1.780
H 4.567 -0.817 1.304
H 4.529 -2.114 2.358
H 6.612 -2.493 0.930
C -5.656 -0.087 2.128
C -5.831 1.231 1.365
C -4.572 1.451 0.510
C -4.535 0.591 -0.801
C -5.835 0.816 -1.570
C -7.132 0.586 -0.796
N -7.022 1.231 0.482
O -8.228 1.277 1.205
C -8.331 1.254 -1.614
C -7.435 -0.909 -0.671
C -5.986 2.443 2.329
H -6.453 -0.308 2.838
H -4.694 -0.175 2.633
H -5.701 -0.991 1.521
H -4.441 2.497 0.232
H -3.743 1.039 1.086
H -4.408 -0.451 -0.509
H -3.649 0.890 -1.362
H -5.898 0.098 -2.387
H -5.911 1.785 -2.065
H -8.387 0.853 -2.626
H -9.261 0.956 -1.130
H -8.286 2.341 -1.554
H -6.564 -1.546 -0.516
H -8.189 -1.182 0.067
H -7.870 -1.340 -1.573
H -5.971 3.419 1.843
H -5.085 2.342 2.934
H -6.856 2.341 2.976
H -8.533 2.172 1.039
C -0.871 0.328 -0.393
O 0.404 0.630 0.081
H -0.993 -0.725 -0.647
H -1.626 0.711 0.293
H -1.061 0.939 -1.276
H 0.997 0.722 -0.669
C 0.686 0.028 -3.428
O 0.966 1.292 -2.860
H -0.222 -0.115 -4.014
H 1.542 -0.238 -4.047
H 0.622 -0.735 -2.652
H 1.227 1.916 -3.540
*
```

## Properties
- gap between HOMO and LUMO (Ha) = 0.303
- strongest force on any atom (eV/Å) = 2.82

This record from the OMol25 dataset describes a molecular structure, C11H13BrN at a distorted geometry. The level of theory is the ωB97M-V functional and the def2-TZVPD basis.

Geometry as ORCA input:
```
! wB97M-V def2-TZVPD RIJCOSX def2/J DEFGRID3
* xyz 1 1
C -3.070 0.635 -1.325
C -2.100 1.602 -1.640
C -2.857 -0.245 -0.312
C -0.824 1.500 -1.110
C -1.580 -0.273 0.210
C -0.510 0.539 -0.168
C -1.164 -1.353 1.229
C 0.233 -0.838 1.669
C 1.834 1.165 0.626
C 0.602 0.311 0.744
C 2.269 0.256 -0.424
N 3.044 -1.024 -0.177
Br 1.964 0.333 -2.267
H -4.049 0.604 -1.740
H -2.111 2.428 -2.277
H -3.746 -0.930 -0.057
H -0.222 2.205 -1.494
H -1.744 -1.460 2.132
H -1.098 -2.308 0.830
H 0.320 -0.617 2.641
H 1.046 -1.765 1.558
H 1.703 2.219 0.053
H 2.399 1.231 1.453
H 3.778 -1.063 0.503
H 3.459 -1.450 -1.076
H 2.424 -1.703 0.418
*
```

## Properties
- gap between HOMO and LUMO (Ha) = 0.288
- strongest force on any atom (eV/Å) = 5.69